Entry from the OMol25 dataset: a structure of composition C22H25ClN2O9S (ωB97M-V/def2-TZVPD).

Positions of all 60 atoms, in Å:
O (2.69058, -3.85646, 2.27587)
C (3.37489, -3.72415, 1.29751)
C (2.81703, -3.30220, -0.04562)
C (2.23820, -1.91066, 0.02114)
C (2.97399, -0.79004, 0.22887)
C (4.46688, -0.83297, 0.38444)
C (5.17209, -0.08386, -0.73501)
O (4.72994, 0.02475, -1.84180)
O (6.36556, 0.47663, -0.41094)
C (2.31246, 0.48920, 0.30960)
Cl (3.28219, 1.88528, 0.66448)
C (0.98319, 0.66650, 0.16240)
C (0.20263, -0.48538, -0.08059)
N (-1.11794, -0.54098, -0.25732)
S (-1.47828, -2.07837, -0.48933)
N (-0.03279, -2.75218, -0.37016)
C (0.83396, -1.76187, -0.14228)
H (4.46622, -3.90166, 1.35101)
H (3.58916, -3.34148, -0.81376)
H (2.01550, -3.99320, -0.29503)
H (4.76993, -0.45097, 1.35771)
H (4.82538, -1.86185, 0.29796)
H (6.79055, -0.02502, 0.29443)
H (0.53361, 1.64372, 0.23425)
O (-4.76520, -0.37053, 0.91142)
C (-5.16350, -0.70725, -0.16529)
O (-4.31424, -0.99732, -1.18458)
C (-5.05380, -1.28557, -2.38583)
C (-6.44199, -1.70080, -1.91000)
C (-6.59257, -0.87587, -0.63250)
H (-5.07745, -0.38017, -2.99578)
H (-4.52602, -2.06522, -2.93007)
H (-7.21714, -1.52547, -2.65248)
H (-6.44318, -2.76326, -1.66352)
H (-7.00073, 0.11782, -0.82670)
H (-7.18318, -1.35691, 0.13993)
O (-8.00002, -1.35126, 2.17738)
C (-7.60523, -0.70116, 3.10120)
O (-8.25973, 0.39545, 3.54400)
C (-7.50009, 1.04575, 4.57889)
C (-6.58241, -0.03429, 5.14283)
C (-6.34282, -0.90669, 3.91103)
H (-6.94106, 1.86631, 4.12499)
H (-8.19746, 1.45190, 5.30705)
H (-5.67683, 0.37122, 5.58819)
H (-7.11083, -0.60573, 5.90707)
H (-5.50506, -0.55785, 3.30386)
H (-6.20537, -1.96091, 4.13327)
O (8.97029, 5.65990, -2.54785)
C (8.16668, 4.79383, -2.72838)
O (7.28346, 4.41359, -1.77737)
C (6.50447, 3.28901, -2.23330)
C (6.57252, 3.34847, -3.75474)
C (7.95700, 3.95519, -3.97746)
H (6.94760, 2.37835, -1.83536)
H (5.49508, 3.38978, -1.84193)
H (6.42472, 2.37601, -4.21872)
H (5.80721, 4.02647, -4.13489)
H (8.74048, 3.19611, -4.00836)
H (8.03145, 4.57832, -4.86385)

Computed properties:
F_max	0.50	eV/A
highest occupied orbital energy	-9.151	eV

---

Entry from the OMol25 dataset: a cluster of 9 separate species, C50H50N4O10 in total (ωB97M-V/def2-TZVPD).

Positions of all 114 atoms, in Å:
N (36.31300, 32.16300, 38.60000)
C (35.71200, 33.29400, 38.93500)
C (36.12100, 34.27000, 39.91000)
C (37.23500, 33.82600, 40.54600)
C (37.99100, 32.65900, 40.25700)
C (37.37400, 31.77700, 39.33500)
H (34.91300, 33.62900, 38.39100)
H (35.45100, 35.06200, 40.22600)
H (37.54200, 34.62100, 41.32700)
H (38.90700, 32.53900, 40.91700)
H (37.91800, 31.04000, 38.91500)
N (33.12900, 24.93500, 31.87000)
C (32.25400, 25.93100, 31.49600)
C (32.31800, 26.70100, 30.38800)
C (33.48500, 26.62100, 29.58100)
C (34.57500, 25.71200, 29.97000)
C (34.26000, 24.86400, 31.11700)
H (31.42800, 25.86900, 32.15300)
H (31.55700, 27.34400, 30.32800)
H (33.59800, 27.15500, 28.64600)
H (35.19800, 25.40600, 29.28600)
H (34.93600, 24.20600, 31.31700)
N (38.51600, 25.14200, 29.45500)
C (38.22300, 24.18100, 30.40900)
C (38.02700, 24.59100, 31.70300)
C (37.90200, 26.05600, 31.99200)
C (37.98900, 26.93800, 30.87100)
C (38.35900, 26.40800, 29.73300)
H (38.30500, 23.27200, 30.05400)
H (38.00100, 23.92800, 32.50800)
H (37.56500, 26.37700, 32.92100)
H (37.64300, 27.89000, 31.11300)
H (38.42100, 27.04600, 28.97300)
N (30.46400, 25.31200, 35.97700)
C (31.78800, 25.33200, 35.66600)
C (32.46800, 24.24700, 35.25000)
C (31.85200, 22.96500, 35.21800)
C (30.42400, 22.89600, 35.53100)
C (29.86400, 24.14000, 35.95900)
H (32.30500, 26.40400, 35.63400)
H (33.59700, 24.35400, 35.16300)
H (32.46900, 22.09800, 34.90500)
H (29.95900, 22.03800, 35.42500)
H (28.78000, 24.32100, 36.36800)
C (33.44400, 30.26500, 38.93500)
C (34.33400, 29.60100, 40.04200)
C (34.27500, 28.22800, 40.23200)
C (33.59000, 27.44800, 39.38200)
C (32.79200, 27.96400, 38.25900)
C (32.63600, 29.39200, 38.19900)
O (32.03100, 29.75900, 37.05400)
O (34.99700, 27.77200, 41.27800)
H (33.58900, 31.23700, 39.05900)
H (34.97300, 30.33000, 40.70000)
H (33.63100, 26.38500, 39.45200)
H (32.06100, 27.56700, 37.56700)
H (32.53900, 30.56700, 36.70300)
H (34.65400, 28.31400, 41.90500)
C (37.68800, 23.19600, 39.54200)
C (36.94000, 24.37100, 39.10900)
C (35.93700, 24.24400, 38.17500)
C (35.70300, 22.91400, 37.65800)
C (36.49600, 21.89700, 37.95100)
C (37.50100, 21.98400, 38.86800)
O (38.19400, 20.86600, 39.28900)
O (35.06700, 25.25700, 37.77200)
H (38.34500, 23.35700, 40.46500)
H (37.23100, 25.32100, 39.46600)
H (34.89300, 22.97000, 36.79000)
H (36.22400, 20.85600, 37.40900)
H (37.69700, 20.11600, 39.35200)
H (35.20000, 26.10900, 38.02900)
C (34.55700, 29.24500, 34.72900)
C (35.23600, 29.64300, 36.05800)
C (35.97300, 28.56600, 36.69100)
C (36.18500, 27.32300, 36.04800)
C (35.60800, 27.04400, 34.85500)
C (34.78600, 27.95900, 34.14400)
O (34.21600, 27.73300, 32.95100)
O (36.45600, 28.91400, 37.93100)
H (34.03700, 30.03900, 34.28500)
H (35.15500, 30.56200, 36.42500)
H (36.94100, 26.84600, 36.54600)
H (35.75000, 26.02200, 34.36800)
H (34.40700, 26.98100, 32.60500)
H (35.79500, 29.55600, 38.12800)
C (40.42400, 26.03800, 33.97400)
C (39.75000, 24.77900, 34.51900)
C (39.23100, 24.84600, 35.87300)
C (39.58100, 25.97400, 36.72000)
C (40.21500, 27.06100, 36.08400)
C (40.52800, 27.17300, 34.80300)
O (41.21500, 28.24800, 34.37900)
O (38.72500, 23.74000, 36.35300)
H (40.74700, 26.00900, 33.00100)
H (39.55000, 24.04400, 33.94200)
H (39.49000, 25.87600, 37.87800)
H (40.38800, 27.80000, 36.67300)
H (41.63700, 28.25400, 33.67500)
H (38.55300, 23.87300, 37.19600)
C (29.76600, 28.79400, 31.98400)
C (29.38300, 29.53000, 30.60600)
C (30.37500, 30.45300, 30.15200)
C (31.58400, 30.73200, 30.74200)
C (31.86100, 30.02400, 31.93100)
C (30.94100, 29.08100, 32.59800)
O (31.42600, 28.53400, 33.67200)
O (30.00000, 31.17600, 29.01100)
H (29.14600, 28.08800, 32.11600)
H (28.43900, 29.17700, 30.07600)
H (32.36100, 31.23400, 30.22400)
H (32.86500, 30.06800, 32.30500)
H (32.34900, 28.32600, 33.52700)
H (30.23800, 32.22800, 29.27800)

Computed properties:
F_max	12.48	eV/A
highest occupied orbital energy	-7.972	eV
SMILES	Oc1ccc(O)cc1.Oc1ccc(O)cc1.Oc1ccc(O)cc1.Oc1ccc(O)cc1.Oc1ccc(O)cc1.c1ccncc1.c1ccncc1.c1ccncc1.c1ccncc1
ΔE to the lowest compared entry with this formula, charge and spin	50.58	kcal/mol

---

Entry from the OMol25 dataset: a structure of composition C18H20F24O4Si2 (ωB97M-V/def2-TZVPD).

Positions of all 68 atoms, in Å:
C (3.78450, -0.82322, -2.88105)
C (4.12780, -1.24086, -3.95305)
C (4.55205, -1.75000, -5.25634)
Si (6.14989, -2.74626, -5.10001)
O (6.98782, -2.70704, -6.54960)
Si (7.69697, -1.26436, -6.99314)
H (3.35003, -0.34911, -2.03167)
H (4.64915, -0.89793, -5.93210)
H (3.77157, -2.40597, -5.64604)
H (5.76941, -4.15821, -4.89556)
H (6.99151, -2.29420, -3.97952)
H (9.16595, -1.38757, -6.97243)
H (7.23576, -0.22115, -6.04708)
H (7.28711, -0.86048, -8.35147)
C (1.23407, -3.34806, -1.66839)
C (0.77391, -2.43883, -0.51819)
C (0.88264, -2.98290, 0.90711)
F (0.09915, -4.06362, 1.07877)
F (0.46859, -2.02170, 1.76866)
F (-0.47777, -1.99113, -0.75192)
F (1.60643, -1.35642, -0.54723)
O (0.23024, -4.04835, -2.37958)
C (-0.20086, -5.28904, -1.98561)
C (-1.69347, -5.28203, -1.64041)
F (-1.94133, -4.41813, -0.63705)
F (-2.05421, -6.52049, -1.23663)
F (0.53765, -5.78986, -0.97921)
F (-0.05452, -6.12014, -3.04249)
H (1.65591, -2.66682, -2.40710)
H (2.04633, -4.00589, -1.35789)
H (1.91837, -3.24167, 1.14288)
H (-2.28019, -4.99701, -2.51568)
C (0.55606, 2.93405, 1.48591)
C (-0.74308, 3.53762, 0.93156)
C (-1.43319, 2.79991, -0.21827)
F (-0.64718, 2.76873, -1.31186)
F (-2.56894, 3.46289, -0.53520)
F (-0.55506, 4.83290, 0.61145)
F (-1.64175, 3.49724, 1.96528)
O (1.77500, 3.49950, 1.04012)
C (2.40283, 3.04655, -0.09228)
C (2.54676, 4.15315, -1.14109)
F (1.33696, 4.62470, -1.49720)
F (3.14502, 3.63711, -2.23813)
F (1.79901, 1.95865, -0.60061)
F (3.65669, 2.68238, 0.26255)
H (0.53651, 3.16194, 2.55081)
H (0.55763, 1.84658, 1.40288)
H (-1.69097, 1.77887, 0.07666)
H (3.15153, 4.97082, -0.74444)
C (-6.26604, 2.77860, 5.65278)
C (-6.96249, 1.93406, 4.57501)
C (-6.91529, 0.41206, 4.72796)
F (-5.64858, -0.04395, 4.67454)
F (-7.60683, -0.14783, 3.70910)
F (-6.52229, 2.29022, 3.35096)
F (-8.28748, 2.25631, 4.64808)
O (-4.97388, 3.27248, 5.35591)
C (-3.84286, 2.55037, 5.63821)
C (-3.04997, 2.23347, 4.36788)
F (-3.79569, 1.51183, 3.50827)
F (-1.95856, 1.50132, 4.69803)
F (-4.11213, 1.43964, 6.34874)
F (-3.04703, 3.33156, 6.40347)
H (-6.87685, 3.67635, 5.73479)
H (-6.29941, 2.29025, 6.62717)
H (-7.37240, 0.10491, 5.67262)
H (-2.73395, 3.15348, 3.88274)

Computed properties:
F_max	0.91	eV/A
highest occupied orbital energy	-9.954	eV

---

Entry from the OMol25 dataset: a structure of composition C21H21Cl3I2N3O8P2Ru (ωB97M-V/def2-TZVPD).

Positions of all 61 atoms, in Å:
Ru (0.49572, 0.08789, 0.51359)
I (3.92441, -5.48560, -2.89680)
C (2.61509, -4.25506, -1.83023)
C (2.32341, -4.54235, -0.51050)
C (1.46911, -3.70008, 0.18305)
I (1.00650, -4.11074, 2.17356)
C (0.89529, -2.57261, -0.41481)
O (0.07815, -1.78984, 0.29407)
C (1.18256, -2.31671, -1.76569)
C (0.50703, -1.21912, -2.56452)
N (0.10425, 0.02444, -1.87636)
C (-1.22511, 0.50918, -2.22860)
C (-2.03837, 0.99155, -1.05722)
C (-3.20238, 1.71279, -1.29800)
C (-4.02752, 2.03755, -0.24294)
C (-3.67314, 1.61848, 1.03278)
C (-2.48923, 0.93323, 1.19758)
N (-1.67589, 0.63483, 0.17294)
C (2.04718, -3.15380, -2.45046)
H (2.75740, -5.40183, -0.01955)
H (-0.39605, -1.65737, -2.99589)
H (1.16010, -0.97631, -3.40626)
H (0.78584, 0.75362, -2.04776)
H (-1.79240, -0.31808, -2.66191)
H (-1.18866, 1.29673, -2.98416)
H (-3.44196, 2.00758, -2.31116)
H (-4.93599, 2.60173, -0.40813)
H (-4.29832, 1.82398, 1.88998)
H (-2.15343, 0.58584, 2.16310)
H (2.28310, -2.94049, -3.48626)
N (0.26404, 2.25225, 4.27782)
C (1.51232, 1.47897, 3.88478)
C (2.55014, 1.62369, 4.98239)
P (0.92141, -0.26231, 3.63226)
O (2.13110, -0.80007, 2.71271)
O (0.80635, -0.96453, 4.92040)
O (-0.26434, -0.05494, 2.70666)
P (1.98618, 2.40103, 2.33788)
O (3.46976, 1.95374, 2.01484)
O (1.87155, 3.82458, 2.73666)
O (1.04457, 1.92695, 1.23928)
H (0.02571, 2.10960, 5.25852)
H (-0.50322, 1.91143, 3.68595)
H (0.46328, 3.24611, 4.06463)
H (2.18137, 1.19064, 5.91439)
H (2.82763, 2.66975, 5.12687)
H (3.44537, 1.07564, 4.69397)
H (2.45176, -1.67090, 2.98583)
H (3.47509, 1.23754, 1.34226)
Cl (5.11025, 5.67533, -0.91563)
C (3.61668, 4.84138, -1.06230)
C (3.61336, 3.43909, -1.15730)
C (2.40236, 2.85362, -1.24969)
Cl (2.75747, -0.00704, -0.29951)
C (1.12090, 3.50049, -1.24245)
O (0.03818, 2.90596, -1.24632)
C (1.22260, 4.95852, -1.16866)
Cl (-0.24102, 5.85101, -1.17524)
C (2.42855, 5.59123, -1.07510)
H (4.53944, 2.87991, -1.13077)
H (2.47976, 6.66753, -0.99729)

Computed properties:
<S²>	8.82
F_max	0.47	eV/A
highest occupied orbital energy (spin up / spin down)	-7.882 / -7.981	eV
spin multiplicity	6
ΔE to the lowest compared entry with this formula, charge and spin	41.20	kcal/mol